The following is a quantum chemistry calculation of 14 unconnected molecules or ions with the total composition C48H109N14O14, from the Open Molecules 2025 dataset.

```
185
Properties=species:S:1:pos:R:3
C -2.6199 -1.6594 1.4389
C -2.1803 -1.9738 -0.0413
C -2.6622 -0.8506 -1.0319
C -1.7377 0.3900 -1.0258
C -0.3396 -0.0446 -1.3440
C 0.2714 -1.0602 -0.3625
N -0.6602 -2.1967 -0.1405
O -0.0904 -3.2229 0.7829
C 0.6531 -0.2629 0.9210
C 1.5176 -1.5219 -1.1150
C -2.9134 -3.2368 -0.6205
H -2.2677 -2.3628 2.1934
H -3.7072 -1.5951 1.3971
H -2.2821 -0.6386 1.6176
H -3.6362 -0.5020 -0.6885
H -2.8624 -1.1812 -2.0511
H -1.7717 1.0098 -0.1298
H -2.1258 1.0622 -1.7911
H 0.2320 0.8809 -1.2750
H -0.3049 -0.4717 -2.3462
H 1.3384 0.5505 0.6828
H 1.3023 -0.8807 1.5414
H -0.2485 -0.0112 1.4795
H 2.1882 -0.6657 -1.1881
H 1.3376 -1.8820 -2.1279
H 2.1030 -2.2995 -0.6243
H -3.0304 -4.0718 0.0703
H -2.2374 -3.6879 -1.3469
H -3.8679 -3.0256 -1.1026
C 1.2392 -4.9892 -10.9164
C 0.1015 -5.3265 -9.9548
O -0.3328 -6.4362 -9.8687
N -0.3680 -4.2523 -9.3390
C -1.5381 -4.2857 -8.4588
H 1.8077 -4.1308 -10.5583
H 0.8399 -4.7067 -11.8905
H 1.9909 -5.7493 -11.1292
H 0.0113 -3.3669 -9.6430
H -1.4209 -3.7337 -7.5262
H -1.8439 -5.3040 -8.2188
H -2.4038 -3.8043 -8.9136
C -7.2275 2.6855 -6.2360
C -7.1613 1.6862 -7.3974
O -8.2069 1.2714 -7.8650
N -6.0489 1.2587 -7.9561
C -4.6582 1.6994 -7.6470
H -7.5202 2.2421 -5.2843
H -7.9089 3.5215 -6.3941
H -6.2536 3.1457 -6.0692
H -6.1109 0.5770 -8.6988
H -4.5146 1.9765 -6.6026
H -4.4104 2.5313 -8.3062
H -3.8785 0.9800 -7.8970
C 4.5321 -8.1890 -1.0551
C 4.0973 -8.0192 -2.4874
O 4.5807 -8.7037 -3.3388
N 3.1222 -7.1798 -2.7266
C 2.4365 -6.9973 -3.9919
H 5.6017 -7.9790 -1.0492
H 4.4146 -9.2182 -0.7160
H 3.9993 -7.5616 -0.3405
H 2.7622 -6.6244 -1.9636
H 3.1829 -6.6531 -4.7079
H 1.5987 -6.3118 -3.8643
H 2.1856 -8.0132 -4.2971
C -1.8895 -9.6294 0.8935
C -2.6528 -9.6852 2.1807
O -3.3502 -10.6243 2.4470
N -2.5039 -8.6221 3.0127
C -3.1474 -8.4561 4.2557
H -1.0685 -10.3346 1.0230
H -1.6001 -8.6184 0.6067
H -2.4931 -9.9596 0.0480
H -2.0068 -7.8380 2.6148
H -3.4771 -9.4247 4.6314
H -3.9681 -7.7405 4.3059
H -2.4432 -8.0860 5.0009
C 12.0233 0.3771 3.9496
C 11.0469 -0.4071 3.0077
O 11.5512 -1.3448 2.2709
N 9.7179 -0.1072 3.1044
C 8.7154 -0.9044 2.3365
H 12.9120 -0.1086 4.3527
H 11.4785 0.7902 4.7984
H 12.3074 1.2674 3.3885
H 9.3969 0.6836 3.6444
H 8.4207 -0.2332 1.5297
H 7.8290 -1.1353 2.9274
H 9.0721 -1.8716 1.9826
C 2.6907 2.5379 -7.3984
C 3.2221 1.2114 -7.8167
O 2.6553 0.5549 -8.6949
N 4.3325 0.7215 -7.2035
C 4.9933 -0.5529 -7.5264
H 2.1502 2.3163 -6.4781
H 2.0900 2.9083 -8.2291
H 3.4389 3.3055 -7.2009
H 4.8365 1.3818 -6.6289
H 4.2891 -1.3799 -7.4356
H 5.8645 -0.7316 -6.8961
H 5.3250 -0.5338 -8.5645
C -8.2247 8.0074 5.4417
C -7.4219 6.8231 5.2552
O -6.4830 6.6514 5.9764
N -7.7752 5.9543 4.3541
C -6.8931 4.7599 4.0238
H -8.5098 8.1086 6.4889
H -9.1296 7.9708 4.8352
H -7.6073 8.8485 5.1263
H -8.5711 6.1039 3.7506
H -5.8330 4.9970 4.1135
H -7.1009 4.3946 3.0181
H -6.9259 3.9119 4.7079
C -4.6871 8.3189 -0.4608
C -3.5653 9.1164 0.2364
O -2.4267 8.6830 0.2252
N -3.9067 10.2037 0.9192
C -3.0236 10.9762 1.7947
H -4.6021 7.2504 -0.2631
H -4.8116 8.5242 -1.5240
H -5.6845 8.6325 -0.1527
H -4.8653 10.5067 0.8221
H -3.4494 10.9586 2.7979
H -2.8155 11.9520 1.3559
H -2.0524 10.4910 1.8921
C 1.6765 -5.5331 7.7553
C 1.3404 -4.1311 8.3007
O 1.7081 -3.8125 9.4533
N 0.6248 -3.3464 7.4933
C 0.0394 -2.0522 7.9037
H 1.7044 -5.5459 6.6658
H 1.0004 -6.2918 8.1494
H 2.6915 -5.7858 8.0621
H 0.5715 -3.5339 6.5023
H 0.0482 -1.8756 8.9793
H -0.9846 -1.9213 7.5539
H 0.6681 -1.3606 7.3430
C 8.4877 7.0279 -3.8008
C 7.3614 6.2385 -3.2336
O 7.1088 5.1391 -3.6267
N 6.6314 6.7825 -2.2521
C 5.5216 6.1201 -1.5087
H 8.2652 7.2966 -4.8335
H 9.4158 6.4803 -3.6369
H 8.6017 7.9550 -3.2391
H 6.8258 7.7393 -1.9935
H 4.5406 6.5091 -1.7814
H 5.5220 6.1268 -0.4187
H 5.5016 5.0970 -1.8844
C 6.6433 5.9167 7.0015
C 6.8683 4.4072 6.9743
O 7.8100 3.9689 6.3133
N 6.0228 3.6012 7.6216
C 6.0925 2.1365 7.7104
H 5.5790 6.0894 7.1610
H 6.9574 6.4329 6.0943
H 7.2904 6.4329 7.7107
H 5.2388 4.0211 8.1003
H 7.1059 1.8689 8.0094
H 5.8891 1.5580 6.8092
H 5.4633 1.7997 8.5344
C -8.9789 -5.0085 -4.4081
C -8.6705 -6.4860 -4.3498
O -8.3979 -7.1024 -5.3663
N -8.7992 -7.1102 -3.1471
C -8.2974 -8.5024 -2.8709
H -9.5309 -4.6930 -5.2935
H -8.0519 -4.4543 -4.2614
H -9.5362 -4.7137 -3.5190
H -9.1688 -6.6178 -2.3465
H -7.6715 -8.4629 -1.9794
H -7.6637 -8.8476 -3.6878
H -9.0982 -9.2239 -2.7086
C -1.3021 5.7837 9.4943
C -0.3363 5.5448 8.3324
O 0.8634 5.2802 8.5549
N -0.8034 5.6104 7.1178
C -0.0210 5.4173 5.8814
H -2.2623 5.3176 9.2733
H -1.3885 6.8650 9.6012
H -0.9482 5.4035 10.4525
H -1.7943 5.8055 7.1200
H 0.6785 4.5893 5.9963
H 0.5276 6.3320 5.6565
H -0.6692 5.2197 5.0276
```

The value obtained for the total energy is -101070.4620 eV. The value obtained for the energy above the lowest of the compared OMol25 structures with the same formula, charge and spin is 109.2 kcal/mol. For the HOMO-LUMO gap, the calculation gives 3.29 eV. As for the charge: -1.